#one
# C14H16

2 unconnected molecules or ions with the total composition C14H16 (ωB97M-V/def2-TZVPD, OMol25).

```
! RIJCOSX wB97M-V def2-TZVPD def2/J DEFGRID3
* xyz 1 2
C -1.624 3.148 -3.247
C 0.246 2.183 -0.161
C -0.624 1.263 0.385
C -0.014 2.827 -1.365
C -1.211 2.460 -1.989
C -1.802 0.879 -0.312
C -2.069 1.414 -1.567
H 1.110 2.598 0.366
H -0.197 0.848 1.299
H 0.605 3.601 -1.794
H -2.473 0.090 0.007
H -1.166 2.768 -4.165
H -1.293 4.224 -3.202
H -2.936 1.024 -2.086
H -2.681 3.060 -3.443
C 2.210 -1.628 -0.763
C 1.577 -1.980 0.532
C 1.908 -1.273 1.711
C 0.483 -2.865 0.528
C 1.125 -1.509 2.835
C -0.312 -3.042 1.636
C -0.023 -2.274 2.787
H 1.927 -2.208 -1.649
H 3.295 -1.747 -0.516
H 2.800 -0.676 1.740
H 0.225 -3.494 -0.306
H 1.495 -1.132 3.781
H -1.289 -3.537 1.691
H -0.749 -2.237 3.605
H 1.990 -0.576 -1.012
*
```

Properties
HOMO-LUMO gap (alpha / beta) in eV: 10.531 / 3.021
HOMO level (alpha / beta) in eV: -13.192 / -11.376
Lowest unoccupied orbital energy (alpha / beta) in eV: -2.66 / -8.35

***

#two
# C14H16

2 unconnected molecules or ions with the total composition C14H16 (ωB97M-V/def2-TZVPD, OMol25).

```
! RIJCOSX wB97M-V def2-TZVPD def2/J DEFGRID3
* xyz 1 2
C -0.225 3.497 3.573
C -0.876 -0.035 2.210
C -2.211 0.086 1.884
C -0.313 1.082 2.844
C -0.926 2.304 2.978
C -2.942 1.289 2.020
C -2.225 2.395 2.394
H -0.381 -0.953 1.959
H -2.743 -0.708 1.327
H 0.683 0.990 3.298
H -3.877 1.252 1.484
H -0.151 4.338 2.887
H 0.845 3.359 3.468
H -2.683 3.368 2.483
H -0.684 3.719 4.532
C 1.491 -3.444 -1.231
C 2.028 -1.031 -4.205
C 1.980 -2.213 -3.539
C 1.170 0.020 -3.751
C 1.378 -2.346 -2.220
C 0.467 -0.140 -2.566
C 0.474 -1.343 -1.827
H 2.575 -1.056 -5.152
H 2.301 -3.093 -4.164
H 0.820 0.933 -4.251
H -0.363 0.536 -2.422
H 1.297 -4.458 -1.610
H 0.845 -3.189 -0.397
H -0.285 -1.490 -1.072
H 2.529 -3.670 -0.934
*
```

Properties
HOMO-LUMO gap (alpha / beta) in eV: 6.729 / 3.000
HOMO level (alpha / beta) in eV: -11.201 / -11.200
Lowest unoccupied orbital energy (alpha / beta) in eV: -4.47 / -8.20

***

#three
# C14H16

2 unconnected molecules or ions with the total composition C14H16 (ωB97M-V/def2-TZVPD, OMol25).

```
! RIJCOSX wB97M-V def2-TZVPD def2/J DEFGRID3
* xyz 1 2
C 2.571 -4.144 -0.570
C 2.819 -0.443 -0.148
C 2.541 -0.062 -1.501
C 2.948 -1.765 0.149
C 2.678 -2.722 -0.862
C 2.485 -0.954 -2.555
C 2.661 -2.292 -2.235
H 2.936 0.318 0.606
H 2.258 0.982 -1.632
H 3.079 -2.115 1.170
H 2.152 -0.730 -3.554
H 1.951 -4.704 -1.263
H 2.390 -4.377 0.483
H 2.851 -2.958 -3.070
H 3.541 -4.651 -0.696
C -1.430 2.950 2.640
C -4.416 1.845 0.633
C -3.637 2.387 1.648
C -3.835 1.135 -0.407
C -2.249 2.279 1.565
C -2.456 1.050 -0.517
C -1.681 1.603 0.493
H -5.490 1.967 0.594
H -4.068 2.952 2.470
H -4.499 0.767 -1.172
H -1.966 0.743 -1.430
H -1.640 4.017 2.691
H -0.344 2.887 2.467
H -0.601 1.613 0.422
H -1.551 2.422 3.581
*
```

Properties
HOMO-LUMO gap (alpha / beta) in eV: 6.547 / 2.913
HOMO level (alpha / beta) in eV: -11.061 / -11.061
Lowest unoccupied orbital energy (alpha / beta) in eV: -4.51 / -8.15

***

Energies relative to the most stable structure are #one 0.0109; #two 0.0448; #three 0.0000, reported in hartree.

***

#one
# C4H11N2S

2 unconnected molecules or ions with the total composition C4H11N2S (ωB97M-V/def2-TZVPD, OMol25).

```
! RIJCOSX wB97M-V def2-TZVPD def2/J DEFGRID3
* xyz 1 1
C -0.942 0.725 -0.850
C 1.518 -2.081 -0.421
C 0.338 0.986 2.182
C 0.953 -0.740 -0.671
N -2.331 0.764 -1.064
N -0.374 -0.486 -0.689
S -0.760 1.937 1.336
H -0.256 1.540 -1.214
H 2.058 -2.608 -1.352
H 0.819 -2.743 -0.038
H 2.401 -1.999 0.202
H 1.359 0.810 1.838
H 0.128 0.572 3.143
H 1.550 0.173 -0.894
H -2.681 -0.047 -0.574
H -2.846 1.627 -0.819
H -1.034 -1.192 -0.607
H 0.101 2.762 0.495
*
```

Properties
HOMO-LUMO gap (alpha / beta) in eV: 6.987 / 7.211
HOMO level (alpha / beta) in eV: -11.430 / -11.593
Lowest unoccupied orbital energy (alpha / beta) in eV: -4.44 / -4.38

***

#two
# C4H11N2S

2 unconnected molecules or ions with the total composition C4H11N2S (ωB97M-V/def2-TZVPD, OMol25).

```
! RIJCOSX wB97M-V def2-TZVPD def2/J DEFGRID3
* xyz 1 1
C -1.053 0.263 0.249
C -1.808 1.809 2.071
C 2.472 -0.746 -0.548
C 0.844 -2.040 -1.854
N -0.856 0.940 1.291
N 1.215 -1.346 -0.708
S -2.415 -0.447 -0.390
H -1.248 1.802 3.034
H -1.897 2.862 1.672
H -2.826 1.322 2.126
H 3.166 -1.561 -0.720
H 2.761 -0.449 0.537
H 2.732 0.189 -1.017
H 1.379 -2.948 -1.928
H 1.319 -1.509 -2.758
H -0.250 -2.169 -1.812
H 0.134 1.105 1.567
H -3.493 -0.193 0.499
*
```

Properties
HOMO-LUMO gap (alpha / beta) in eV: 6.285 / 8.919
HOMO level (alpha / beta) in eV: -12.767 / -12.936
Lowest unoccupied orbital energy (alpha / beta) in eV: -6.48 / -4.02

***

#three
# C4H11N2S

2 unconnected molecules or ions with the total composition C4H11N2S (ωB97M-V/def2-TZVPD, OMol25).

```
! RIJCOSX wB97M-V def2-TZVPD def2/J DEFGRID3
* xyz 1 1
C 0.257 1.032 -0.150
C 2.466 2.041 -1.022
C 1.697 1.278 0.013
C -1.929 -0.090 -0.264
N -0.791 0.614 -0.353
N -2.550 -0.217 -1.643
S -3.062 0.639 0.971
H -2.648 -3.502 -0.544
H 3.587 2.028 -0.733
H 2.428 1.537 -1.982
H 1.980 3.046 -1.150
H 1.978 1.758 0.933
H 1.985 0.268 0.185
H -2.452 -2.966 -0.094
H -3.040 0.643 -1.822
H -3.215 -1.053 -1.635
H -1.691 -0.231 -2.174
H -3.456 -0.534 1.673
*
```

Properties
HOMO-LUMO gap in eV: 8.554
HOMO level in eV: -12.079
Lowest unoccupied orbital energy in eV: -3.52

***

Energies relative to the most stable structure are #one 0.0000; #two 0.0661; #three 0.0139, reported in hartree.

***

#one
# C2H4O3S

A single C2H4O3S molecule (ωB97M-V/def2-TZVPD, OMol25).

```
! RIJCOSX wB97M-V def2-TZVPD def2/J DEFGRID3
* xyz 0 1
O -2.030 1.251 0.110
C -1.158 0.463 0.004
S -1.235 -1.259 -0.068
C 0.401 0.868 -0.033
O 1.141 -0.167 -0.634
O 2.034 -0.766 0.270
H -2.657 -1.339 -0.106
H 0.568 1.929 -0.401
H 0.805 0.728 1.010
H 2.131 -1.708 -0.153
*
```

Properties
HOMO-LUMO gap in eV: 10.049
HOMO level in eV: -9.583
Lowest unoccupied orbital energy in eV: 0.47

***

#two
# C2H4O3S

2 unconnected molecules or ions with the total composition C2H4O3S (ωB97M-V/def2-TZVPD, OMol25).

```
! RIJCOSX wB97M-V def2-TZVPD def2/J DEFGRID3
* xyz 0 1
O 1.287 -2.119 -0.167
C 1.426 -0.964 -0.120
C 1.490 0.306 0.365
O 2.249 0.646 1.478
H 1.556 1.104 -0.397
H 1.879 -0.007 2.229
O -2.867 0.790 -0.324
S -1.507 0.085 -0.960
H -3.340 1.289 -0.924
H -2.173 -1.131 -1.181
*
```

Properties
HOMO-LUMO gap in eV: 8.364
HOMO level in eV: -8.339
Lowest unoccupied orbital energy in eV: 0.03

***

Energies relative to the most stable structure are #one 0.0054; #two 0.0000, reported in hartree.

***

#one
# C4H6N2S

A single C4H6N2S molecule (ωB97M-V/def2-TZVPD, OMol25).

```
! RIJCOSX wB97M-V def2-TZVPD def2/J DEFGRID3
* xyz 0 1
C -1.952 -0.452 -0.078
N -0.595 -0.012 -0.142
C -0.240 1.283 -0.080
N 1.066 1.449 -0.093
C 1.577 0.182 -0.126
S 3.334 -0.114 -0.176
C 0.561 -0.727 -0.106
H -2.024 -1.382 0.499
H -2.363 -0.654 -1.093
H -2.475 0.327 0.377
H -1.012 2.073 -0.086
H 3.533 -0.163 1.149
H 0.589 -1.811 -0.043
*
```

Properties
HOMO-LUMO gap in eV: 9.718
HOMO level in eV: -8.969
Lowest unoccupied orbital energy in eV: 0.75

***

#two
# C4H6N2S

A single C4H6N2S molecule (ωB97M-V/def2-TZVPD, OMol25).

```
! RIJCOSX wB97M-V def2-TZVPD def2/J DEFGRID3
* xyz 0 1
C -0.001 1.974 -0.987
N -0.041 0.715 -0.305
C -0.224 -0.605 -0.704
C 0.050 -1.392 0.374
S -0.095 -3.074 0.283
C 0.242 -0.479 1.460
N 0.306 0.765 1.043
H -1.134 2.311 -0.613
H 0.137 2.016 -2.152
H 0.784 2.812 -0.600
H -0.618 -0.744 -1.759
H 0.079 -3.427 1.482
H 0.517 -0.873 2.477
*
```

Properties
HOMO-LUMO gap in eV: 8.911
HOMO level in eV: -8.031
Lowest unoccupied orbital energy in eV: 0.88

***

Energies relative to the most stable structure are #one 0.0000; #two 0.0736, reported in hartree.

***

#one
# C4H6N2S

A single C4H6N2S molecule (ωB97M-V/def2-TZVPD, OMol25).

```
! RIJCOSX wB97M-V def2-TZVPD def2/J DEFGRID3
* xyz 0 1
C -0.442 -0.618 0.662
C -0.302 0.778 0.624
C 0.229 -1.481 -0.268
C 0.254 1.480 -0.391
N 1.763 -1.464 0.006
N 2.420 -0.480 0.001
S 3.635 0.429 0.093
H -0.849 -1.065 1.556
H -0.643 1.330 1.492
H -0.011 -2.536 -0.151
H 0.167 -1.186 -1.315
H 0.525 1.028 -1.330
H 0.416 2.541 -0.308
*
```

Properties
HOMO-LUMO gap (alpha / beta) in eV: 6.643 / 7.384
HOMO level (alpha / beta) in eV: -7.296 / -7.736
Lowest unoccupied orbital energy (alpha / beta) in eV: -0.65 / -0.35

***

#two
# C4H6N2S

A single C4H6N2S molecule (ωB97M-V/def2-TZVPD, OMol25).

```
! RIJCOSX wB97M-V def2-TZVPD def2/J DEFGRID3
* xyz 0 1
N 3.017 0.540 -0.672
C 1.979 0.304 -0.233
N 0.861 0.058 0.305
C 0.071 -1.056 -0.086
C -1.419 -0.662 -0.366
S -1.506 1.186 -0.490
C 0.023 1.389 0.578
H -0.041 -1.825 0.683
H 0.565 -1.361 -1.117
H -1.879 -1.267 -1.105
H -1.946 -0.957 0.546
H -0.320 1.420 1.571
H 0.595 2.230 0.387
*
```

Properties
HOMO-LUMO gap in eV: 10.014
HOMO level in eV: -9.385
Lowest unoccupied orbital energy in eV: 0.63

***

Energies relative to the most stable structure are #one 0.0954; #two 0.0000, reported in hartree.

***

#one
# C4H6N2S

A single C4H6N2S molecule (ωB97M-V/def2-TZVPD, OMol25).

```
! RIJCOSX wB97M-V def2-TZVPD def2/J DEFGRID3
* xyz 0 1
C 1.543 1.038 0.282
C 1.196 -0.410 -0.042
S 2.398 -1.527 0.119
N -0.049 -0.763 -0.331
C -1.251 0.056 -0.253
C -2.401 -0.745 0.125
N -3.422 -1.265 0.410
H 0.773 1.602 -0.265
H 2.565 1.257 -0.050
H 1.470 1.116 1.378
H -0.211 -1.715 -0.617
H -1.049 0.864 0.446
H -1.560 0.493 -1.202
*
```

Properties
HOMO-LUMO gap in eV: 8.854
HOMO level in eV: -8.485
Lowest unoccupied orbital energy in eV: 0.37

***

#two
# C4H6N2S

A single C4H6N2S molecule (ωB97M-V/def2-TZVPD, OMol25).

```
! RIJCOSX wB97M-V def2-TZVPD def2/J DEFGRID3
* xyz 0 1
C 2.784 -0.740 -0.007
C 1.478 -0.041 -0.003
N 1.257 1.246 -0.003
C -0.104 1.407 0.007
C -0.717 0.180 0.002
S -2.382 -0.289 -0.001
N 0.281 -0.739 0.000
H 2.890 -1.385 0.924
H 3.575 -0.022 0.004
H 2.880 -1.369 -0.889
H -0.602 2.379 -0.004
H -2.241 -1.627 -0.011
H 0.199 -1.738 0.009
*
```

Properties
HOMO-LUMO gap in eV: 8.484
HOMO level in eV: -7.920
Lowest unoccupied orbital energy in eV: 0.56

***

Energies relative to the most stable structure are #one 0.0319; #two 0.0000, reported in hartree.

***

#one
# C4H4O3

A single C4H4O3 molecule (ωB97M-V/def2-TZVPD, OMol25).

```
! RIJCOSX wB97M-V def2-TZVPD def2/J DEFGRID3
* xyz 0 1
C -1.330 0.456 -0.652
C -0.095 -0.101 -0.015
O -0.063 -1.547 0.198
C 0.051 -0.745 1.280
O 0.107 -0.842 2.460
C 2.140 0.139 0.179
O 1.110 0.367 -0.605
H -2.208 0.153 -0.077
H -1.433 0.074 -1.673
H -1.285 1.547 -0.683
H 3.005 0.498 -0.412
*
```

Properties
HOMO-LUMO gap in eV: 9.556
HOMO level in eV: -9.507
Lowest unoccupied orbital energy in eV: 0.05

***

#two
# C4H4O3

A molecular structure, C4H4O3 (ωB97M-V/def2-TZVPD, OMol25).

```
! RIJCOSX wB97M-V def2-TZVPD def2/J DEFGRID3
* xyz 0 1
O -0.518 1.114 -1.373
C -0.903 0.713 -0.122
C 0.441 0.218 0.291
C -0.059 -1.026 0.977
O -1.236 -0.820 0.165
C 0.858 0.422 -1.065
O 1.619 1.102 -0.169
H -1.695 1.285 0.372
H 0.483 -1.957 0.777
H -0.255 -0.933 2.059
H 1.266 -0.118 -1.911
*
```

Properties
HOMO-LUMO gap in eV: 11.591
HOMO level in eV: -10.645
Lowest unoccupied orbital energy in eV: 0.95

***

Energies relative to the most stable structure are #one 0.0000; #two 0.0243, reported in hartree.

***

#one
# CH4O3

2 unconnected molecules or ions with the total composition CH4O3 (ωB97M-V/def2-TZVPD, OMol25).

```
! RIJCOSX wB97M-V def2-TZVPD def2/J DEFGRID3
* xyz 0 1
C 0.344 -0.739 0.767
O -0.490 0.099 -1.355
O 0.122 1.541 0.860
O -0.030 0.285 1.321
H 0.110 -1.621 1.411
H 0.865 -0.916 -0.188
H -0.480 0.831 -0.624
H -0.442 0.520 -2.191
*
```

Properties
HOMO-LUMO gap in eV: 9.739
HOMO level in eV: -9.962
Lowest unoccupied orbital energy in eV: -0.22

***

#two
# CH4O3

2 unconnected molecules or ions with the total composition CH4O3 (ωB97M-V/def2-TZVPD, OMol25).

```
! RIJCOSX wB97M-V def2-TZVPD def2/J DEFGRID3
* xyz 0 1
O -1.597 -0.204 -0.398
C -1.622 -0.097 -1.576
O -1.101 0.983 -2.203
H -2.147 -0.764 -2.289
H -1.329 0.982 -3.173
O 2.950 -0.108 3.243
H 2.572 -0.770 3.865
H 2.275 -0.023 2.531
*
```

Properties
HOMO-LUMO gap in eV: 11.586
HOMO level in eV: -11.125
Lowest unoccupied orbital energy in eV: 0.46

***

Energies relative to the most stable structure are #one 0.1870; #two 0.0000, reported in hartree.